No. 1
The molecule C3H3NO2. Source: the OMol25 dataset; level of theory: wB97M-V/def2-TZVPD.

Geometry as ORCA input:
```
! RIJCOSX wB97M-V def2-TZVPD def2/J DEFGRID3
* xyz 0 1
O 2.039 0.125 0.036
C 0.723 -0.128 0.009
C -0.299 0.858 0.090
C -1.423 0.110 0.005
O -1.126 -1.190 -0.109
N 0.248 -1.340 -0.106
H 2.501 -0.712 -0.117
H -0.186 1.926 0.185
H -2.477 0.352 0.007
*
```

The highest occupied orbital energy is -9.948 eV. The value obtained for the calculated total energy is -321.3002 a.u. The SMILES is Oc1ccon1. The value obtained for the HOMO-LUMO gap is 10.833 eV. As for the strongest force on any atom: 0.43 eV Å⁻¹.

Results of the Mulliken charge analysis, in e, for atoms 1 through 5: O -0.49; C 0.64; C -0.46; C -0.25; O -0.11

No. 2
The molecule C3H3NO2. Source: the OMol25 dataset; level of theory: wB97M-V/def2-TZVPD.

Geometry as ORCA input:
```
! RIJCOSX wB97M-V def2-TZVPD def2/J DEFGRID3
* xyz 0 1
O -0.549 -0.908 1.753
C -0.284 -0.210 0.626
C -0.163 -0.693 -0.632
O 0.295 0.336 -1.408
C 0.372 1.376 -0.565
N 0.031 1.128 0.656
H -0.022 -1.709 1.652
H -0.420 -1.624 -1.106
H 0.740 2.304 -0.975
*
```

The highest occupied orbital energy is -9.169 eV. The value obtained for the calculated total energy is -321.3257 a.u. The SMILES is Oc1cocn1. The value obtained for the HOMO-LUMO gap is 9.885 eV. As for the strongest force on any atom: 0.51 eV Å⁻¹.

Results of the Mulliken charge analysis, in e, for atoms 1 through 5: O -0.51; C 0.44; C -0.28; O -0.32; C 0.08

No. 3
The molecule C3H3NO2. Source: the OMol25 dataset; level of theory: wB97M-V/def2-TZVPD.

Geometry as ORCA input:
```
! RIJCOSX wB97M-V def2-TZVPD def2/J DEFGRID3
* xyz 0 1
N -2.361 -0.217 1.387
C -1.410 -0.266 0.732
C -0.176 -0.371 -0.072
O -0.430 -0.381 -1.431
C 0.934 0.615 0.245
O 1.646 0.983 -0.658
H 0.358 -1.276 0.292
H 0.273 0.186 -1.805
H 1.166 0.733 1.314
*
```

The highest occupied orbital energy is -11.160 eV. The value obtained for the calculated total energy is -321.3088 a.u. The SMILES is N#C[C@@H](O)C=O. The value obtained for the HOMO-LUMO gap is 11.209 eV. As for the strongest force on any atom: 1.09 eV Å⁻¹.

Results of the Mulliken charge analysis, in e, for atoms 1 through 5: N -0.36; C 0.15; C 0.33; O -0.52; C 0.00